Run A
C3H9N2S | the ωB97M-V functional and the def2-TZVPD basis

The orbital gap (alpha / beta) is 8.158 / 8.166 eV. Its total charge is +1. The lowest unoccupied orbital energy (alpha / beta) comes out at -4.62 / -4.62 eV.

Atoms and positions in Å:
1 C -0.0203 0.5115 -1.4137
2 C 0.8207 -0.7360 -0.9573
3 C -0.3958 0.2967 0.8759
4 N -0.4403 1.1852 -0.1274
5 N 0.7087 -0.6492 0.4929
6 S -0.3107 0.7133 2.5380
7 H 0.5550 1.2412 -1.9157
8 H -0.9232 0.1814 -2.0154
9 H 0.4233 -1.7388 -1.1911
10 H 1.8656 -0.7814 -1.2694
11 H -1.5344 -1.3326 0.4664
12 H -1.1519 1.9536 -0.1675
13 H 0.3911 -1.6005 0.8255
14 H 1.5617 -0.3869 0.9352
15 H -1.5495 1.1426 2.9235

Löwdin atomic charge list, values in e, 4 entries: atom 1 (C): -0.08, atom 2 (C): -0.10, atom 3 (C): -0.79, atom 4 (N): 0.00

Run B
C3H9N2S | the ωB97M-V functional and the def2-TZVPD basis

The orbital gap (alpha / beta) is 8.864 / 7.515 eV. Its total charge is +1. The lowest unoccupied orbital energy (alpha / beta) comes out at -4.36 / -4.55 eV.

Atoms and positions in Å:
1 C 0.9642 -1.0343 -0.4368
2 C 1.7015 0.2111 0.0207
3 C -0.7064 0.4801 0.4882
4 N -1.9563 0.5572 1.0199
5 N -0.4864 -0.6696 -0.4554
6 S 0.7144 0.7711 1.4397
7 H 1.2858 -1.3711 -1.4228
8 H 1.1201 -1.8390 0.2873
9 H 2.7240 0.0087 0.3256
10 H 1.6655 1.0057 -0.7321
11 H -0.3691 1.9440 -1.0987
12 H -2.7517 0.5381 0.3953
13 H -2.0621 1.2483 1.7512
14 H -0.7656 -0.3802 -1.4017
15 H -1.0781 -1.4701 -0.1802

Löwdin atomic charge list, values in e, 4 entries: atom 1 (C): -0.18, atom 2 (C): -0.42, atom 3 (C): -0.70, atom 4 (N): 0.09

Run C
C3H9N2S | the ωB97M-V functional and the def2-TZVPD basis

The orbital gap is 8.913 eV. Its total charge is +1. The lowest unoccupied orbital energy comes out at -4.09 eV.

Atoms and positions in Å:
1 C 1.4624 0.2719 3.6218
2 C -0.2185 0.4013 -2.1788
3 C 0.0699 -0.4317 -1.0902
4 N 1.1351 0.8316 1.1033
5 N -1.3331 1.0227 -2.3636
6 S 0.8168 -0.2134 2.2182
7 H 1.5410 -0.3637 4.5721
8 H 2.2899 0.9471 3.4301
9 H 0.4626 0.5813 -2.8986
10 H -0.7031 -0.8935 -0.4182
11 H 0.6525 0.2532 -0.1932
12 H 0.9242 -1.0057 -1.1877
13 H 1.5517 1.7677 1.2625
14 H -2.1920 0.9164 -1.7553
15 H -1.4736 1.6895 -3.1173

Löwdin atomic charge list, values in e, 4 entries: atom 1 (C): -0.32, atom 2 (C): -0.14, atom 3 (C): -0.09, atom 4 (N): -0.42

The most stable arrangement is run C, and the next structure is 33.2 kJ/mol less stable.

Run A
C2H5N | the ωB97M-V functional and the def2-TZVPD basis

The orbital gap is 11.186 eV. The lowest unoccupied orbital energy comes out at 1.30 eV.

Atoms and positions in Å:
1 C -0.5564 -0.3221 -0.4865
2 C 0.5128 0.5145 -0.0378
3 N 0.4659 -0.7416 0.5701
4 H -1.5251 -0.1454 -0.0482
5 H -0.5145 -0.9438 -1.3497
6 H -0.0711 1.3607 0.4639
7 H 1.4238 0.7661 -0.5604
8 H 0.2646 -0.4884 1.4487

Löwdin atomic charge list, values in e, 4 entries: atom 1 (C): -0.14, atom 2 (C): -0.29, atom 3 (N): 0.00, atom 4 (H): 0.09

Run B
C2H5N | the ωB97M-V functional and the def2-TZVPD basis

The orbital gap is 12.476 eV. The lowest unoccupied orbital energy comes out at 1.08 eV.

Atoms and positions in Å:
1 C -2.0478 0.5296 0.7585
2 C 0.7613 -1.4278 -0.0948
3 N -2.8633 1.2022 1.2049
4 H -0.1333 -0.8150 -0.5015
5 H 1.3550 -1.7463 -0.9101
6 H 0.6009 -2.3710 0.3904
7 H 1.3270 -0.7881 0.6581
8 H -3.7654 1.6754 1.4735

Löwdin atomic charge list, values in e, 4 entries: atom 1 (C): -0.07, atom 2 (C): -0.08, atom 3 (N): 0.03, atom 4 (H): 0.00

The most stable arrangement is run B, and the next structure is 34.2 kJ/mol less stable.

Run A
C6H18O3 | the ωB97M-V functional and the def2-TZVPD basis

The orbital gap is 7.998 eV. The lowest unoccupied orbital energy comes out at 0.19 eV.

Atoms and positions in Å:
1 C 2.3167 -0.3755 1.2845
2 C 1.4811 0.9642 1.3007
3 O 0.0828 0.5926 1.3750
4 H 2.1866 -0.9467 2.2037
5 H 3.3375 -0.2472 0.9245
6 H 1.9057 -1.0205 0.5079
7 H 1.6136 1.5911 0.4189
8 H 1.6833 1.6236 2.1447
9 H -0.1590 0.9135 2.2469
10 C -0.2938 -1.6692 1.2493
11 C -0.8428 -1.3303 -0.1434
12 O -0.3338 -0.1318 -0.4455
13 H -0.7443 -0.9435 1.9263
14 H 0.7947 -1.6115 1.2541
15 H -0.6162 -2.6494 1.6004
16 H -1.9188 -1.1874 -0.0441
17 H -0.6047 -2.1077 -0.8694
18 H 0.2525 0.1491 0.2609
19 C -1.2648 1.7653 -1.5473
20 C -1.2329 0.4913 -2.4402
21 O -0.0627 -0.2819 -2.3260
22 H -0.7020 2.6239 -1.9135
23 H -0.8331 1.4942 -0.5838
24 H -2.2752 2.1385 -1.3797
25 H -1.5210 0.7455 -3.4602
26 H -2.1495 -0.0110 -2.1307
27 H -0.0998 -0.5793 -1.4140

Löwdin atomic charge list, values in e, 4 entries: atom 1 (C): -0.05, atom 2 (C): -0.16, atom 3 (O): -0.15, atom 4 (H): 0.09

Run B
C6H18O3 | the ωB97M-V functional and the def2-TZVPD basis

The orbital gap is 10.836 eV. The lowest unoccupied orbital energy comes out at 0.68 eV.

Atoms and positions in Å:
1 C -8.8906 -18.4557 -10.1255
2 C -7.8761 -19.3813 -10.7913
3 O -8.1059 -20.8042 -10.6292
4 H -9.7898 -18.3984 -10.7389
5 H -8.5958 -17.4247 -9.9302
6 H -9.1415 -18.8289 -9.1326
7 H -6.8698 -19.1915 -10.4177
8 H -7.8858 -19.2799 -11.8765
9 H -7.7302 -21.2431 -11.3959
10 C -4.2828 -22.2142 -13.2006
11 C -4.7451 -23.6323 -12.9070
12 O -6.1747 -23.6572 -13.0103
13 H -3.2122 -22.0494 -13.0790
14 H -4.7609 -21.4983 -12.5321
15 H -4.6657 -22.0259 -14.2036
16 H -4.2927 -23.9891 -11.9818
17 H -4.4273 -24.3392 -13.6735
18 H -6.4462 -24.5654 -12.8587
19 C -13.8617 -21.2495 -10.5625
20 C -12.4709 -21.9133 -10.7660
21 O -11.9293 -22.5462 -9.5578
22 H -13.9028 -20.2243 -10.1944
23 H -14.4405 -21.9073 -9.9141
24 H -14.4039 -21.2847 -11.5074
25 H -11.9179 -21.1150 -11.2610
26 H -12.6177 -22.5872 -11.6101
27 H -11.0134 -22.7447 -9.7663

Löwdin atomic charge list, values in e, 4 entries: atom 1 (C): -0.08, atom 2 (C): -0.30, atom 3 (O): -0.10, atom 4 (H): 0.07

The most stable arrangement is run B, and the next structure is 716.2 kJ/mol less stable.

Run A
C6H18O3 | the ωB97M-V functional and the def2-TZVPD basis

The orbital gap is 10.116 eV. The lowest unoccupied orbital energy comes out at 0.70 eV.

Atoms and positions in Å:
1 C 2.5376 -0.5738 -33.9364
2 C 2.1178 -0.5227 -35.3880
3 O 2.6377 0.6810 -35.8587
4 H 2.1589 -1.4702 -33.4453
5 H 2.2815 0.2503 -33.2705
6 H 3.6255 -0.6369 -33.9141
7 H 1.0619 -0.5743 -35.6534
8 H 2.5265 -1.3206 -36.0080
9 H 2.0385 1.4013 -35.6497
10 C -1.7781 1.7223 -32.5814
11 C -2.2828 2.4916 -33.7827
12 O -1.8151 1.6821 -34.8865
13 H -1.6967 2.4866 -31.8086
14 H -0.7413 1.3969 -32.6677
15 H -2.4267 0.8937 -32.2974
16 H -1.7305 3.4266 -33.8767
17 H -3.3583 2.6690 -33.7852
18 H -2.1803 0.7954 -34.8418
19 C 1.9315 3.7737 -33.4982
20 C 1.4089 3.6173 -34.9034
21 O 0.7009 2.4002 -34.9120
22 H 1.2056 3.5482 -32.7170
23 H 2.2586 4.7844 -33.2542
24 H 2.7741 3.1011 -33.3378
25 H 2.2063 3.5419 -35.6427
26 H 0.6749 4.3453 -35.2489
27 H -0.2445 2.5248 -34.8008

Löwdin atomic charge list, values in e, 4 entries: atom 1 (C): -0.09, atom 2 (C): -0.33, atom 3 (O): -0.10, atom 4 (H): 0.06

Run B
C6H18O3 | the ωB97M-V functional and the def2-TZVPD basis

The orbital gap is 10.470 eV. The lowest unoccupied orbital energy comes out at 0.71 eV.

Atoms and positions in Å:
1 C -2.9348 3.7319 -1.7996
2 C -3.3732 2.9734 -0.5297
3 O -2.2730 2.3104 0.0853
4 H -2.0043 4.2403 -1.5743
5 H -3.7585 4.3730 -2.1182
6 H -2.8379 3.0007 -2.6022
7 H -4.1241 2.2312 -0.7855
8 H -3.8003 3.6574 0.2110
9 H -1.6180 2.9325 0.4053
10 C 0.0617 -0.8381 1.5344
11 C -1.3472 -1.3167 1.2033
12 O -1.8613 -0.6323 0.0705
13 H 0.1041 0.2572 1.5494
14 H 0.8305 -1.1447 0.8211
15 H 0.4402 -1.1153 2.5236
16 H -1.9520 -1.1545 2.1014
17 H -1.3745 -2.3802 0.9775
18 H -2.0693 0.2598 0.3890
19 C 3.9224 -3.1161 0.3963
20 C 3.8828 -1.8815 -0.4833
21 O 2.9157 -2.0296 -1.4933
22 H 4.8321 -3.1608 0.9874
23 H 3.7514 -4.0159 -0.2054
24 H 3.0630 -3.1933 1.0751
25 H 4.9027 -1.7248 -0.8627
26 H 3.6900 -1.0188 0.1738
27 H 2.9321 -1.2453 -2.0502

Löwdin atomic charge list, values in e, 4 entries: atom 1 (C): -0.08, atom 2 (C): -0.30, atom 3 (O): -0.10, atom 4 (H): 0.07

The most stable arrangement is run B, and the next structure is 37.5 kJ/mol less stable.